Entry 1:
A cluster of 2 separate species, C3H7NO3S2 in total. Source: the OMol25 dataset; level of theory: ωB97M-V/def2-TZVPD.

XYZ file:
```
16
Properties=species:S:1:pos:R:3:forces:R:3:nbo_charge:R:1
C 0.58486 -1.36785 -1.03061 -0.38 -0.94 -0.96 -0.229
C 1.80684 -0.47275 -1.01125 2.11 -0.21 -2.30 -0.581
C -0.21662 0.49846 0.02583 -5.04 1.21 -2.31 -0.394
N -0.38931 -0.90934 -0.07066 0.48 2.33 0.45 -0.669
O -2.45587 0.93609 1.68360 1.54 0.14 -0.29 -0.836
O -0.13531 0.95749 2.70618 -1.61 0.27 -2.55 -0.904
O -0.97812 2.72465 1.14656 0.40 0.88 -0.12 -0.909
S 1.34977 1.10846 -0.42678 -0.06 1.36 0.52 0.348
S -0.89152 1.36098 1.50113 1.04 -0.35 2.45 2.300
H 0.08842 -1.27104 -2.01952 0.37 0.09 0.34 0.202
H 0.86551 -2.41400 -0.97049 -0.14 -0.15 0.48 0.232
H 2.69698 -0.76182 -0.46710 -0.22 -0.78 0.53 0.230
H 2.23309 -0.32995 -2.06393 -0.87 -0.33 1.15 0.235
H -1.33087 1.11752 -1.08770 2.35 -1.08 2.52 0.090
H -0.71518 -1.25361 0.80426 0.72 -1.41 0.39 0.402
H -2.51269 0.07670 1.28044 -0.69 -1.03 -0.28 0.483
```
Forces are in eV/Å.

Orbital gap = 0.3285 Ha
HOMO = -0.322 Eh
Energy relative to the best compared isomer or geometry (same formula, charge and spin) = 229.81 kJ/mol

=====

Entry 2:
A cluster of 2 separate species, C3H7NO4 in total. Source: the OMol25 dataset; level of theory: ωB97M-V/def2-TZVPD.

XYZ file:
```
15
Properties=species:S:1:pos:R:3:forces:R:3:nbo_charge:R:1
C -1.51728 0.10638 -1.04915 3.79 1.97 2.11 -0.093
C -0.46687 -1.00498 -1.04179 -0.12 -1.29 -2.17 -0.099
C 0.66352 -0.22439 0.81492 -0.68 3.34 -1.62 0.855
H -0.47942 1.82778 -0.77938 -2.44 -1.45 -2.45 0.502
H -1.88935 0.05540 -0.04907 -1.38 0.29 0.40 0.170
H -2.01306 -0.19882 -1.83610 -4.00 -1.54 -3.32 0.190
H -0.91193 -2.07174 -1.19144 0.22 2.16 -0.20 0.207
H 0.25818 -0.82664 -1.86179 -0.15 -0.11 0.44 0.198
H 2.49348 -1.07091 1.87162 -4.66 2.38 0.60 0.377
H 1.37105 1.62468 1.66977 -0.40 -0.96 -0.48 0.500
N 1.25872 -0.37793 2.08681 4.71 0.23 -1.85 -0.293
O -1.19297 1.46239 -1.48246 2.27 -0.15 2.74 -0.735
O 0.19839 -1.24620 0.15787 1.44 -0.74 2.46 -0.469
O 0.49360 0.94820 0.37027 0.45 -2.58 0.80 -0.715
O 1.73393 0.99676 2.31991 0.96 -1.54 2.51 -0.594
```
Forces are in eV/Å.

Orbital gap = 0.3584 Ha
HOMO = -0.373 Eh
Energy relative to the best compared isomer or geometry (same formula, charge and spin) = 613.98 kJ/mol

=====

Entry 3:
A cluster of 2 separate species, C3H7NO4 in total. Source: the OMol25 dataset; level of theory: ωB97M-V/def2-TZVPD.

XYZ file:
```
15
Properties=species:S:1:pos:R:3:forces:R:3:nbo_charge:R:1
N 1.88068 0.30015 0.84785 1.58 3.85 0.39 -0.795
C 0.63744 -0.08533 0.61380 0.66 -2.19 0.42 0.666
O 0.54416 -1.28683 0.48214 -1.87 -0.99 0.04 -0.623
C -0.51456 0.88396 0.49289 -0.42 0.17 -0.56 -0.613
C -0.80468 0.93583 -1.02690 -1.61 0.24 -0.31 0.801
O -1.57744 0.21768 -1.64468 2.49 2.18 1.39 -0.502
O -0.14516 2.03382 -1.57788 0.07 -0.42 -0.28 -0.700
H 2.04675 1.30008 0.70970 0.55 -0.69 0.59 0.373
H 2.65024 -0.31198 1.13000 -0.88 0.19 -0.59 0.431
H -1.40138 0.52383 1.04904 0.63 -0.10 -0.44 0.281
H -0.30937 1.92090 0.82164 0.13 -0.69 0.06 0.219
H 0.45535 2.56595 -0.98775 -1.17 -1.25 -0.56 0.488
O -1.03942 -3.14527 -0.65898 -0.82 -0.10 0.94 -0.971
H -1.79480 -3.44128 -0.10218 0.85 0.32 -0.68 0.454
H -0.62777 -2.41147 -0.14874 -0.20 -0.52 -0.42 0.492
```
Forces are in eV/Å.

Orbital gap = 0.3635 Ha
HOMO = -0.368 Eh
Energy relative to the best compared isomer or geometry (same formula, charge and spin) = 143.78 kJ/mol

=====

Entry 4:
An isolated molecule of C3H7NO4. Source: the OMol25 dataset; level of theory: ωB97M-V/def2-TZVPD.

XYZ file:
```
15
Properties=species:S:1:pos:R:3:forces:R:3:nbo_charge:R:1
C 0.59033 1.62088 0.52016 0.49 0.77 0.95 -0.679
C -0.49163 0.63398 0.26058 1.37 -2.30 -0.76 0.125
O -1.42596 1.03452 -0.68477 -0.19 1.21 -1.42 -0.720
C 0.35398 -0.83893 -0.44412 -1.82 3.92 -0.43 0.172
O 1.45962 -1.26607 0.17488 1.20 -0.93 1.46 -0.687
N -0.63853 -1.88501 -0.39602 -2.03 -1.76 -2.18 0.491
O -1.11821 -2.41456 -1.40691 0.94 1.27 0.80 -0.361
O -0.96255 -2.21068 0.71484 -0.10 -0.47 1.47 -0.397
H 0.89998 2.35233 -0.25188 -0.28 -0.85 -0.13 0.215
H 0.13485 2.22605 1.30749 0.66 0.34 0.20 0.224
H 1.46825 1.07406 0.90794 -0.26 0.53 -0.03 0.240
H -0.95928 0.40507 1.30631 0.38 -0.20 -2.31 0.202
H -1.08090 1.67774 -1.40867 -0.41 -1.76 2.22 0.486
H 0.56828 -0.50469 -1.48299 -0.21 -0.56 0.63 0.191
H 1.20177 -1.90468 0.88316 0.26 0.80 -0.48 0.498
```
Forces are in eV/Å.

Orbital gap = 0.3583 Ha
HOMO = -0.354 Eh
Energy relative to the best compared isomer or geometry (same formula, charge and spin) = 561.14 kJ/mol

=====

Entry 5:
A cluster of 2 separate species, C3H7NO4 in total. Source: the OMol25 dataset; level of theory: ωB97M-V/def2-TZVPD.

XYZ file:
```
15
Properties=species:S:1:pos:R:3:forces:R:3:nbo_charge:R:1
O -2.06724 1.33155 0.72071 0.26 0.36 -0.37 -0.333
C -1.84840 0.36981 1.34953 -0.50 -0.31 0.77 0.452
C -0.74170 -0.72189 1.04272 0.82 0.47 -0.15 -0.357
N 0.31026 -0.17889 0.27977 -0.91 0.26 -0.67 -0.319
C 0.74473 -0.81012 -0.90028 -0.29 -1.33 -1.08 0.856
O 0.06469 -1.94725 -1.14425 0.41 0.37 0.87 -0.677
O 1.62682 -0.41253 -1.60184 0.22 0.39 0.49 -0.477
H -2.42819 0.05967 2.23353 -0.17 -0.02 0.04 0.204
H -0.34036 -1.04310 2.01391 -0.33 0.22 0.23 0.303
H -1.25461 -1.54031 0.54293 0.25 -0.26 0.04 0.297
H 0.52857 0.84465 0.30859 0.58 -0.22 0.05 0.488
H 0.67581 -2.56106 -1.57849 -0.19 -0.01 -0.46 0.536
H 1.88510 1.50807 -1.35548 -0.06 0.52 0.24 0.502
H 1.32951 2.95673 -1.19665 0.00 0.05 0.04 0.503
O 1.51504 2.14467 -0.71470 -0.10 -0.50 -0.02 -0.977
```
Forces are in eV/Å.

Multiplicity = 2
Total charge = +1
Orbital gap (alpha / beta) = 0.4195 / 0.2210 Ha
HOMO (alpha / beta) = -0.574 / -0.568 Eh
Energy relative to the best compared isomer or geometry (same formula, charge and spin) = 18.70 kJ/mol

=====

Entry 6:
A structure of composition C3H7NO4. Source: the OMol25 dataset; level of theory: ωB97M-V/def2-TZVPD.

XYZ file:
```
15
Properties=species:S:1:pos:R:3:forces:R:3:nbo_charge:R:1
O 0.44801 1.85477 -1.64214 -1.07 -5.13 -0.18 -0.360
C 0.99642 0.67106 -2.14766 4.33 2.55 -4.60 0.003
C 1.21088 -0.56107 -1.56460 -4.43 0.71 4.94 0.059
N 0.20651 -0.90949 -0.55676 0.93 0.38 -0.67 -0.513
C -0.05134 -0.85816 1.04708 -1.74 3.66 -0.30 0.464
O 0.49600 -1.84255 1.69924 -0.25 -1.20 -0.03 -0.173
O -1.49685 -0.74531 1.17039 1.43 -0.24 1.19 -0.677
H 1.47827 0.89151 -3.19316 -0.73 -0.66 2.00 0.257
H -0.17527 0.76482 -1.74809 -1.85 2.77 0.98 0.500
H 2.00476 -1.19479 -1.44866 2.66 -1.02 -0.81 0.267
H -0.65505 -1.18340 -0.99537 -1.00 0.43 0.00 0.423
H 0.28074 0.17916 1.33921 0.54 -0.93 -0.64 0.167
H -1.65872 1.72933 3.40301 -1.09 1.63 2.12 0.456
H -1.75927 -0.02318 1.93792 1.19 -1.86 -2.61 0.519
O -1.32508 1.22731 2.69958 1.10 -1.09 -1.40 -0.392
```
Forces are in eV/Å.

Multiplicity = 2
Total charge = +1
Orbital gap (alpha / beta) = 0.2917 / 0.2610 Ha
HOMO (alpha / beta) = -0.558 / -0.557 Eh
Energy relative to the best compared isomer or geometry (same formula, charge and spin) = 1023.11 kJ/mol

=====

Entry 7:
A structure of composition C3H7NO7PS2Ti. Source: the OMol25 dataset; level of theory: ωB97M-V/def2-TZVPD.

XYZ file:
```
22
Properties=species:S:1:pos:R:3:forces:R:3:nbo_charge:R:1
O -2.90403 -0.40541 -0.04990 3.49 0.44 -0.27 -0.907
S -1.79955 0.60130 -0.01801 -6.14 2.55 1.01 2.100
O -2.45715 1.95616 0.11696 3.04 -2.74 -0.42 -0.904
C -0.82259 0.42720 1.56158 2.29 2.73 -0.68 -0.642
C 0.04955 1.87018 1.56742 2.61 -2.55 1.33 0.203
C 1.46039 1.80027 0.66335 -1.28 1.71 0.47 -0.555
O 1.33892 1.82695 2.27520 -4.71 1.57 -1.71 -0.478
N -0.83708 0.70038 -1.41941 -0.06 -3.76 0.41 -0.981
S -0.48595 -0.78320 -2.09876 -1.80 7.34 -2.07 1.754
O -1.68451 -1.73218 -2.33081 1.53 -1.74 0.51 -0.930
O 0.06146 -0.49590 -3.47680 -0.26 -1.70 3.71 -0.830
P 1.05296 -1.93874 -1.13247 2.92 -1.77 -0.54 1.072
O 2.29577 -0.98867 -0.53440 -2.83 -2.19 -0.07 -0.872
O 0.42544 -3.04573 0.00285 0.51 1.70 -0.50 -0.978
H -1.46589 0.45235 2.48261 0.18 -0.36 -1.31 0.292
H -0.04350 -0.38154 1.52671 -1.00 0.68 0.16 0.216
H -0.56424 2.87010 1.54414 1.35 -2.09 0.00 0.277
H 2.46652 2.25943 0.87310 -0.01 -1.42 -1.10 0.347
H 1.08386 2.78310 0.15653 0.65 -0.16 1.21 0.236
H 2.19914 -0.93709 0.44697 0.20 0.82 -0.47 0.531
H 1.18767 -3.47069 0.45113 -0.47 -0.04 -0.05 0.534
Ti -0.55721 -3.36825 -2.60801 -0.22 0.97 0.39 1.515
```
Forces are in eV/Å.

Total charge = +1
Orbital gap = 0.1873 Ha
HOMO = -0.426 Eh
Energy relative to the best compared isomer or geometry (same formula, charge and spin) = 198.97 kJ/mol

=====

Entry 8:
An isolated molecule of C3H7NOS. Source: the OMol25 dataset; level of theory: ωB97M-V/def2-TZVPD.

XYZ file:
```
13
Properties=species:S:1:pos:R:3:forces:R:3:nbo_charge:R:1
N 2.50413 -0.47742 -0.33535 0.39 1.73 0.25 -0.868
C 1.49463 0.45208 0.06039 2.47 -2.25 0.00 0.700
O 1.73118 1.63646 -0.05241 -0.94 -0.64 0.44 -0.591
C 0.24074 -0.18627 0.74060 0.38 3.02 -1.37 -0.526
C -0.79776 0.00694 -0.37444 -1.01 1.92 -1.54 -0.545
S -2.43229 -0.62790 -0.01104 -0.72 -0.18 0.72 -0.031
H 3.42038 -0.08010 -0.58513 -1.03 0.03 0.04 0.394
H 2.40883 -1.41022 -0.66748 -0.74 -0.52 0.23 0.391
H 0.16788 0.53330 1.61315 -0.77 -1.12 -0.81 0.247
H 0.17062 -1.22218 0.99678 0.93 -0.55 0.41 0.234
H -1.01639 1.13241 -0.60762 1.06 -2.04 0.23 0.244
H -0.52804 -0.52588 -1.37571 -0.12 0.98 1.85 0.232
H -2.71070 0.23277 1.01000 0.11 -0.38 -0.44 0.119
```
Forces are in eV/Å.

Orbital gap = 0.3645 Ha
HOMO = -0.335 Eh
Energy relative to the best compared isomer or geometry (same formula, charge and spin) = 88.88 kJ/mol

=====

Entry 9:
An isolated molecule of C3H7NOS. Source: the OMol25 dataset; level of theory: ωB97M-V/def2-TZVPD.

XYZ file:
```
13
Properties=species:S:1:pos:R:3:forces:R:3:nbo_charge:R:1
N 2.11816 -0.19134 -0.55903 0.29 0.17 0.53 -0.842
C 0.93785 -0.40790 0.11843 0.20 2.49 -2.35 0.690
O 0.76525 -1.48120 0.58025 -1.55 -1.85 1.90 -0.604
C -0.28289 0.78263 -0.06933 3.88 1.33 -2.30 -0.545
C -1.44279 0.36634 0.81643 1.15 -2.25 -0.95 -0.588
S -2.51591 -0.64907 -0.38724 0.03 -0.63 0.36 -0.111
H 2.27166 0.78915 -0.69765 0.79 0.14 -0.33 0.385
H 2.92717 -0.84981 -0.37913 -1.60 1.36 -0.24 0.413
H -0.38520 0.70191 -1.32255 -0.23 0.45 3.58 0.253
H 0.19678 1.92142 0.13749 -1.21 -3.13 -0.34 0.224
H -0.73565 -0.54450 1.48638 -3.14 2.90 -0.80 0.306
H -2.15894 1.26185 1.12768 1.82 -2.33 0.01 0.269
H -1.69550 -1.69946 -0.85174 -0.43 1.38 0.94 0.150
```
Forces are in eV/Å.

Orbital gap = 0.3490 Ha
HOMO = -0.321 Eh
Energy relative to the best compared isomer or geometry (same formula, charge and spin) = 291.41 kJ/mol

=====

Number 1: strongest force on any atom 5.68 eV Å⁻¹. Number 2: strongest force on any atom 5.42 eV Å⁻¹. Number 3: strongest force on any atom 4.18 eV Å⁻¹. Number 4: strongest force on any atom 4.34 eV Å⁻¹. Number 5: strongest force on any atom 1.73 eV Å⁻¹. Number 6: strongest force on any atom 6.82 eV Å⁻¹. Number 7: strongest force on any atom 7.83 eV Å⁻¹. Number 8: strongest force on any atom 3.34 eV Å⁻¹. Number 9: strongest force on any atom 4.70 eV Å⁻¹.